(1)
57
Properties=species:S:1:pos:R:3:lowdin_charge:R:1 method="wB97M-V/def2-TZVPD" homo_lumo_gap_ev=8.6 total_charge=+1 molar_mass_g_mol=448.5
C -2.05643 2.25443 -0.21050 0.111
C -1.83595 1.08331 -0.43556 -0.055
C -1.72818 -0.41968 -0.84784 -0.265
C -2.78652 -0.83273 -1.96620 -0.020
C -4.03021 0.14272 -2.10853 -0.362
C -5.02081 0.50651 -0.93892 -0.058
N -4.30634 0.67289 -3.25390 0.127
O -0.46515 -0.39837 -1.60662 0.015
C 0.24273 -1.60717 -1.46584 -0.452
O 1.23801 -1.97657 -2.02153 0.142
O -0.50819 -2.32929 -0.53168 0.013
C -1.37883 -1.48424 0.31131 -0.281
C -2.49284 -2.52895 0.72370 -0.032
C -3.75362 -1.89601 1.42415 -0.226
O -4.40206 -2.49853 2.26493 0.052
C -0.32959 -1.03156 1.43459 -0.133
C -0.98275 -0.66209 2.83128 -0.408
S -1.49694 1.13715 2.96231 0.934
C -3.09017 1.04544 3.79802 -0.572
N -3.46111 1.30791 5.09971 0.008
N -4.77653 1.07362 5.29958 0.021
C -5.31142 0.64683 4.09852 -0.082
O -4.28227 0.65725 3.19493 -0.078
H -2.38928 3.20478 0.28145 0.083
H -2.24269 -0.77885 -2.96264 0.135
H -3.11586 -1.91775 -1.87833 0.132
H -5.71835 1.34579 -1.24956 0.094
H -5.64890 -0.36008 -0.58460 0.083
H -4.47972 0.90213 -0.01929 0.054
H -3.63173 0.35912 -3.96494 0.052
H -2.86676 -3.13205 -0.16491 0.140
H -2.03857 -3.30284 1.42323 0.153
H -4.05566 -0.83168 1.19117 0.101
H 0.30241 -1.96030 1.62252 0.143
H 0.39943 -0.25226 1.05210 0.132
H -0.15472 -0.76873 3.60563 0.088
H -1.79720 -1.36585 3.16890 0.095
H -6.34053 0.33061 3.80997 0.149
C 7.48582 0.63667 0.62450 -0.063
C 6.61643 1.69418 -0.03081 -0.162
N 5.50479 1.11113 -0.79207 -0.051
C 4.52380 0.27457 -0.29736 0.017
C 3.68755 -0.00704 -1.32965 0.024
N 4.16234 0.67995 -2.42395 -0.081
C 5.26191 1.35018 -2.08025 -0.005
C 3.56387 0.69750 -3.75762 0.035
H 7.86512 -0.07034 -0.11639 0.090
H 8.33495 1.10255 1.12581 0.091
H 6.92520 0.06985 1.37052 0.076
H 7.21906 2.29453 -0.71443 0.129
H 6.19321 2.36656 0.71880 0.135
H 4.54725 -0.02069 0.73652 0.138
H 2.79975 -0.60910 -1.42612 0.105
H 5.84780 1.98195 -2.73063 0.175
H 4.30494 0.36692 -4.48472 0.107
H 3.24658 1.71405 -3.98966 0.108
H 2.70292 0.03167 -3.78912 0.101


(2)
109
Properties=species:S:1:pos:R:3:lowdin_charge:R:1 method="wB97M-V/def2-TZVPD" homo_lumo_gap_ev=8.8 total_charge=+3 molar_mass_g_mol=831.7
Zr -13.79209 7.65374 -21.71801 2.111
B -14.62753 4.12622 -18.57223 -1.225
F -13.95459 3.76230 -17.41106 0.144
F -15.31881 5.32395 -18.25773 0.094
F -13.75979 4.47101 -19.57921 0.176
F -15.68912 3.23906 -18.81353 0.124
C -17.58670 3.85313 -21.95779 -0.706
O -16.81214 4.74050 -22.36294 -0.037
N -18.75566 3.60950 -22.39508 0.208
N -17.30018 3.15428 -20.87197 0.214
H -19.08653 4.13780 -23.18976 0.122
H -19.41371 3.05579 -21.86548 0.139
H -18.03320 2.50302 -20.62980 0.124
H -16.48371 3.16895 -20.27762 0.080
C -11.05280 7.24004 -16.68180 -0.796
O -11.67340 7.34674 -17.69297 0.048
N -10.95979 6.10167 -16.03276 0.207
N -10.38252 8.20325 -16.21509 0.206
H -10.15419 6.04324 -15.42638 0.120
H -11.28637 5.22838 -16.42111 0.131
H -10.54770 9.02884 -16.77295 0.111
H -9.90983 8.07047 -15.33245 0.143
C -16.61379 12.04716 -23.61753 -0.717
O -16.39623 11.08120 -22.90424 -0.002
N -15.57957 12.72360 -24.03319 0.180
N -17.79129 12.51574 -24.00991 0.212
H -14.66263 12.40450 -23.75481 0.115
H -15.66600 13.66650 -24.38471 0.128
H -18.61539 11.94883 -23.86997 0.128
H -17.74922 13.40303 -24.49057 0.126
C -15.15735 8.71609 -17.77092 -0.715
O -15.02527 8.21424 -18.87348 0.004
N -15.27855 10.02148 -17.50500 0.178
N -15.20000 8.07235 -16.67269 0.211
H -15.24180 10.66686 -18.28104 0.082
H -15.40135 10.31629 -16.54682 0.118
H -15.17811 7.06266 -16.66055 0.129
H -15.59439 8.52171 -15.85867 0.130
C -18.09939 6.41601 -25.03658 -0.077
C -17.84836 7.81186 -25.28852 -0.431
C -19.09750 8.61078 -25.83119 -0.177
O -18.67313 9.90136 -26.22469 -0.195
C -19.60875 10.54518 -27.11478 -0.076
N -17.39368 8.41761 -24.05885 0.055
H -18.11055 5.82164 -25.95020 0.105
H -18.96621 6.23402 -24.40128 0.095
H -17.23195 5.99896 -24.52501 0.049
H -17.00960 7.89377 -25.97979 0.145
H -19.87954 8.55607 -25.07388 0.132
H -19.45415 8.06234 -26.70304 0.129
H -20.55075 10.05497 -27.36063 0.098
H -19.14446 10.93234 -28.02177 0.090
H -19.88752 11.47425 -26.61757 0.076
H -17.44437 9.42615 -24.07855 0.057
H -18.12857 8.39819 -23.36629 0.101
O -15.53729 6.53841 -20.79264 -0.104
H -16.28291 5.98120 -21.01580 0.069
H -15.62384 6.68952 -19.85141 0.046
O -10.98517 10.26112 -22.52459 -0.011
H -10.25998 10.38560 -23.13683 0.093
H -10.97345 11.04544 -21.97603 0.083
O -9.99035 5.62174 -21.20376 -0.013
H -9.24304 6.01677 -20.75463 0.069
H -9.89271 4.68186 -21.05104 0.082
O -17.88885 9.10042 -19.91834 -0.011
H -18.10788 9.35944 -19.02327 0.065
H -18.73490 9.02015 -20.35879 0.061
O -15.07913 7.05899 -23.35746 -0.140
H -15.89918 7.50256 -23.57422 0.018
H -14.90507 6.49474 -24.11083 0.008
O -12.37801 7.46197 -24.57686 -0.043
H -13.04583 7.11413 -25.16783 0.013
H -11.57252 7.45444 -25.09393 0.069
O -13.16329 5.55458 -22.43341 -0.085
H -12.29299 5.42967 -22.81185 0.024
H -13.65718 4.78167 -22.70710 0.027
O -14.80089 11.54566 -20.42526 -0.026
H -14.06687 11.96711 -19.97825 0.063
H -15.51579 12.17907 -20.36245 0.081
O -14.62852 5.90374 -25.59606 -0.003
H -14.97233 5.04421 -25.83943 0.094
H -14.18709 6.21785 -26.38518 0.086
O -15.59163 8.92119 -21.40784 -0.136
H -15.82158 9.75543 -21.81699 0.021
H -16.40033 8.62927 -20.98710 0.039
O -13.06019 9.36355 -20.56249 -0.110
H -12.21151 9.46376 -20.13130 0.034
H -13.47936 10.21900 -20.46904 0.045
O -13.57637 9.39912 -23.08775 -0.115
H -14.20892 9.50087 -23.79892 0.049
H -12.86897 10.00548 -23.30719 0.065
O -10.63022 9.74077 -19.33723 -0.011
H -10.57829 10.09119 -18.44799 0.055
H -9.79389 9.29402 -19.46835 0.076
O -11.60012 7.70292 -21.98583 -0.116
H -11.15228 8.49199 -22.29084 0.038
H -10.89816 7.06726 -21.84650 0.045
O -12.95226 6.66221 -19.95305 -0.108
H -12.52983 6.90902 -19.13033 0.037
H -13.24661 5.76250 -19.81123 -0.009
O -14.17765 10.32437 -25.76904 -0.026
H -13.45303 10.52495 -26.36143 0.059
H -14.92480 10.79780 -26.13488 0.052
O -14.49562 3.43326 -23.35230 -0.014
H -15.39525 3.71570 -23.18759 0.010
H -14.48637 2.50753 -23.10904 0.081
O -10.91124 4.87996 -23.96521 -0.022
H -10.00412 5.15130 -23.82471 0.053
H -10.87404 4.30464 -24.72931 0.073


(3)
19
Properties=species:S:1:pos:R:3:lowdin_charge:R:1 method="wB97M-V/def2-TZVPD" homo_lumo_gap_ev=9.7 molar_mass_g_mol=143.1 relative_energy_kcal_mol=124.8
C -2.13934 0.01229 1.09340 0.022
N -1.40553 -0.57338 0.26194 0.002
O -0.57226 -1.45255 0.98597 -0.147
C 0.22277 -2.34060 0.22641 -0.087
C 0.97377 -1.95608 -0.80438 -0.128
O 1.33754 -0.71271 -1.23542 -0.074
C 1.40225 0.43247 -0.37550 -0.110
C 0.29736 1.50491 -0.66398 -0.415
C 0.24336 2.44422 0.26629 0.021
O -0.61042 1.24461 -1.63333 0.035
H -1.90637 -0.20437 2.07035 0.069
H -2.92843 0.62299 0.58371 0.119
H 0.24431 -3.42365 0.48806 0.127
H 1.42228 -2.66380 -1.33836 0.076
H 2.33914 0.93973 -0.43464 0.114
H 1.32312 0.00937 0.67675 0.144
H -0.62572 3.12538 0.40201 0.072
H 1.08148 2.71372 0.95333 0.079
H -0.69931 0.27747 -1.52262 0.083